[1]
11
Properties=species:S:1:pos:R:3:forces:R:3 method="wB97M-V/def2-TZVPD" e_lumo_ev="-10.2 / -11.2" multiplicity=1 total_charge=+2 fmax_ev_per_a=4.5 orbital_gap_ev="8.036 / 4.061" relative_energy_kcal_mol=104.4
H -1.44493 1.06379 0.68263 -2.61 0.55 -1.80
O -2.36554 1.00139 -0.02911 1.82 -1.57 0.17
C -2.13696 0.02202 -0.77968 0.85 2.46 2.87
C -0.80916 -0.62345 -0.54627 -0.58 -1.45 -0.65
C 0.07492 0.10681 0.48013 3.22 -0.25 -1.00
C 1.40121 0.07352 0.25279 -4.52 0.42 -0.25
O 2.46228 0.62355 0.15156 1.21 1.00 0.18
Pb 4.24082 -0.56122 0.13195 1.48 -0.80 0.02
H -0.35849 -0.70096 -1.54871 0.21 0.01 0.43
H -1.02937 -1.65343 -0.22689 0.00 0.00 -0.17
H -0.03479 0.64798 1.43160 -1.10 -0.36 0.19

[2]
21
Properties=species:S:1:pos:R:3:forces:R:3 method="wB97M-V/def2-TZVPD" e_lumo_ev=0.3 multiplicity=1 fmax_ev_per_a=5.6 orbital_gap_ev=8.631 relative_energy_kcal_mol=63.4
C 1.56818 0.09372 0.43964 -2.01 0.08 0.68
C -2.40421 0.30733 0.27524 -2.63 -4.87 -0.72
C -0.83907 1.39643 -1.12611 1.29 -1.41 -2.94
C 3.76482 -1.81410 -0.38449 -0.36 -0.52 0.93
C -0.11972 0.26506 0.92680 4.53 -1.84 -1.92
C -1.00665 0.19726 -0.24558 -1.52 -0.21 -1.74
O 3.69687 1.48526 -0.40531 -1.15 -0.44 0.78
S 2.33669 1.49983 0.24442 0.98 0.41 -0.65
S 1.99563 -1.56721 0.24930 0.59 -0.91 -0.16
H -2.53873 1.21827 0.69382 -0.74 2.89 1.47
H -2.70425 -0.51344 1.02503 0.77 1.19 -0.68
H -3.21766 0.11731 -0.51514 1.36 0.67 0.74
H -1.56652 1.35016 -2.02631 1.55 0.18 1.28
H -1.03683 2.24314 -0.57162 -0.66 2.09 1.15
H 0.26682 1.46859 -1.36830 -1.52 0.05 -0.63
H 3.79500 -1.28123 -1.31037 0.46 0.07 -0.51
H 4.06414 -2.90321 -0.45242 -1.30 1.01 -0.27
H 4.49711 -1.46682 0.33104 -0.11 0.73 0.11
H -0.18117 1.20100 1.41034 -0.17 0.78 0.97
H -0.27059 -0.63669 1.46945 -0.09 -0.25 1.33
H -0.99023 -0.71776 -0.88083 0.73 0.32 0.77

[3]
141
Properties=species:S:1:pos:R:3:forces:R:3 method="wB97M-V/def2-TZVPD" e_lumo_ev=0.2 multiplicity=1 fmax_ev_per_a=2.7 orbital_gap_ev=5.655
Cs 0.14841 -0.25263 -0.39508 0.70 0.43 -2.36
O -0.63645 -0.42604 1.93602 -0.80 -0.97 2.44
C 0.50664 -0.63551 2.37014 0.57 0.40 0.12
C 0.87249 -1.70418 3.34391 -0.23 0.29 -0.08
C 0.57102 -1.62139 4.70714 -0.03 -0.13 0.07
C 1.19009 -2.46559 5.61522 -0.06 0.03 -0.03
C 2.10251 -3.42236 5.18033 -0.02 0.03 -0.03
C 2.39160 -3.52344 3.82643 0.06 -0.09 -0.05
C 1.80523 -2.66125 2.90540 0.05 -0.02 -0.01
P 2.17569 -2.66814 1.11223 0.15 -0.27 0.11
C 0.96048 -3.88104 0.44311 -0.03 -0.05 0.16
C 0.90645 -4.08919 -0.93727 -0.06 0.01 0.09
C 0.05273 -5.04232 -1.47723 0.01 0.03 0.01
C -0.75754 -5.80254 -0.64460 0.00 0.00 0.01
C -0.71754 -5.59901 0.72766 0.04 0.05 -0.01
C 0.13001 -4.64021 1.26856 0.00 -0.03 -0.05
C 3.71968 -3.67370 1.04186 -0.02 -0.01 0.12
C 3.79618 -5.00602 0.64758 0.01 -0.03 -0.08
C 5.02213 -5.66135 0.59592 -0.01 0.05 0.00
C 6.18722 -4.99790 0.95011 0.00 0.02 0.01
C 6.12510 -3.67034 1.35883 -0.07 -0.03 -0.03
C 4.90213 -3.01707 1.39475 0.03 0.04 0.02
H -0.14276 -0.87946 5.04774 0.03 0.00 0.00
H 0.95781 -2.38306 6.67085 0.00 0.00 -0.01
H 2.58995 -4.07821 5.88987 0.00 0.00 0.00
H 3.10107 -4.26843 3.48418 0.00 -0.01 0.02
H 1.54121 -3.50502 -1.59157 -0.02 0.02 0.00
H 0.02435 -5.18935 -2.55024 0.00 0.00 0.00
H -1.42280 -6.54726 -1.06502 0.01 0.01 0.00
H -1.34886 -6.18727 1.38351 0.01 0.01 -0.01
H 0.15417 -4.48944 2.34080 0.02 0.00 -0.01
H 2.89559 -5.54059 0.37110 0.01 0.01 0.02
H 5.06236 -6.69717 0.28253 0.00 0.01 0.00
H 7.13926 -5.51183 0.91227 0.00 0.00 0.00
H 7.02706 -3.14534 1.64791 -0.01 0.00 0.00
H 4.86010 -1.98110 1.72052 -0.01 -0.01 -0.01
C 2.06224 2.88075 0.58256 -0.11 -0.08 0.06
N 2.88494 3.99466 1.06033 0.07 -0.06 0.00
C 3.58957 3.53792 2.26776 0.01 0.00 -0.02
N 4.42384 2.35747 2.01891 -0.05 0.03 -0.07
C 3.55011 1.28700 1.52144 0.00 0.02 -0.02
N 2.85095 1.68323 0.29344 0.04 -0.10 -0.16
C 3.84956 2.03294 -0.72026 -0.01 0.07 0.04
N 4.72979 3.12314 -0.28087 -0.06 -0.02 0.06
C 3.88956 4.28442 0.03161 -0.01 -0.03 0.01
C 5.38307 2.69508 0.96325 -0.04 -0.01 0.00
H 1.54350 3.18241 -0.33276 0.02 0.02 0.00
H 1.31599 2.63825 1.34556 0.00 -0.05 -0.04
H 2.85319 3.29369 3.03557 -0.01 0.00 0.00
H 4.22249 4.34987 2.63152 0.01 0.01 0.01
H 2.80342 1.01375 2.26895 0.00 0.00 0.02
H 4.15637 0.40312 1.30568 0.03 0.00 0.01
H 3.33025 2.34159 -1.63229 0.01 0.02 0.00
H 4.45055 1.15160 -0.94732 0.02 0.00 0.01
H 3.37851 4.60566 -0.87934 -0.01 0.01 -0.01
H 4.52659 5.09983 0.37992 0.01 0.01 0.00
H 6.03152 3.50017 1.31522 0.00 0.01 0.01
H 5.99877 1.81798 0.75256 0.00 -0.01 0.00
C -4.67986 -0.10923 2.37569 -0.13 -0.16 -0.09
Si -3.78605 1.43074 2.92421 0.35 -0.07 -0.15
C -2.54978 1.00821 4.24891 0.09 0.00 0.18
C -5.01029 2.64448 3.62229 -0.19 0.17 0.11
Sb -2.42349 2.23400 0.91876 -0.20 0.21 -0.06
Si -1.78798 4.56774 1.72367 0.12 -0.31 -0.08
C -0.73580 4.33202 3.25503 0.08 0.00 0.16
C -0.73604 5.33513 0.38285 0.11 0.10 -0.13
C -3.16748 5.75559 2.10221 -0.19 0.21 0.05
Si -4.35545 2.87241 -0.61814 0.23 -0.12 0.14
C -3.77346 4.11586 -1.88688 0.05 0.16 -0.15
C -5.89404 3.54800 0.18765 -0.23 0.07 0.09
C -4.82798 1.31124 -1.53158 -0.10 -0.14 -0.13
H -5.17436 -0.58677 3.22789 0.01 0.00 -0.05
H -3.97487 -0.82115 1.93930 -0.03 0.02 0.03
H -5.44119 0.11966 1.62453 0.01 -0.04 0.02
H -3.04443 0.51200 5.09101 0.03 0.03 -0.02
H -2.05588 1.90893 4.62452 0.00 -0.05 0.01
H -1.78782 0.34198 3.84179 -0.05 0.01 0.02
H -5.45595 2.18853 4.51338 -0.03 0.06 -0.02
H -5.81191 2.89156 2.92616 0.01 0.00 0.04
H -4.52864 3.57449 3.92886 0.00 -0.03 0.03
H -0.16618 3.39997 3.21449 0.01 0.04 -0.01
H -1.35420 4.29891 4.15656 0.02 -0.01 -0.03
H -0.02804 5.16057 3.35767 -0.03 -0.03 0.04
H 0.04283 4.64823 0.04839 -0.01 0.06 0.01
H -0.24338 6.23315 0.76966 -0.01 -0.02 -0.05
H -1.33229 5.62225 -0.48684 0.02 -0.01 0.02
H -3.77930 5.42869 2.94370 -0.01 0.02 -0.02
H -3.82413 5.90744 1.24266 0.02 0.01 0.01
H -2.71942 6.72153 2.35943 -0.09 0.01 0.01
H -3.28687 4.98463 -1.43929 -0.04 -0.01 0.00
H -4.63623 4.47158 -2.45951 0.06 0.00 -0.03
H -3.06984 3.66005 -2.58755 0.01 0.03 0.01
H -5.70202 4.39098 0.85349 0.01 -0.01 -0.03
H -6.40647 2.77430 0.76356 -0.01 0.02 -0.02
H -6.57122 3.88095 -0.60624 -0.04 0.01 0.08
H -3.94911 0.83598 -1.97431 -0.02 0.03 0.00
H -5.54058 1.54125 -2.33108 0.02 -0.06 0.02
H -5.28951 0.57910 -0.86369 0.02 0.01 -0.02
C 1.18297 3.15511 -3.92152 -0.01 0.06 0.00
C -0.32663 3.34990 -3.71685 0.02 -0.06 -0.01
C -0.75371 2.06336 -2.97887 0.11 0.14 -0.05
O 0.39914 1.21584 -2.93077 -0.05 0.15 -0.19
C 1.29897 1.64281 -3.94909 -0.09 -0.08 0.05
H 1.73961 3.54563 -3.06642 0.00 0.01 -0.01
H 1.56038 3.63352 -4.82480 -0.02 0.00 0.00
H -0.83537 3.42379 -4.67874 0.01 0.01 0.00
H -0.56145 4.24857 -3.14776 0.01 -0.01 0.01
H -1.56979 1.54933 -3.49868 0.00 0.00 -0.02
H -1.07205 2.25702 -1.95074 0.02 -0.05 -0.02
H 0.98912 1.23470 -4.92012 0.01 0.00 -0.02
H 2.28465 1.24800 -3.70383 0.01 0.03 0.01
C -4.94225 -5.26613 -1.53505 0.01 0.01 -0.01
C -4.07176 -4.05808 -1.32939 -0.06 -0.07 -0.04
C -3.47973 -3.79343 -0.10504 0.04 0.01 0.13
C -2.68448 -2.66761 0.04787 -0.02 0.13 -0.09
N -2.46285 -1.79507 -0.93630 -0.18 -0.14 -0.11
C -3.03800 -2.04783 -2.11400 0.03 -0.02 0.10
C -3.83406 -3.15202 -2.35801 -0.02 0.02 -0.03
H -4.74070 -6.02993 -0.78437 0.01 0.01 0.00
H -4.78482 -5.70046 -2.52269 0.00 0.01 0.01
H -5.99753 -4.99593 -1.45869 0.01 0.01 0.00
H -3.61825 -4.46720 0.73203 0.00 0.02 -0.02
H -2.20531 -2.44736 0.99894 0.02 0.01 -0.04
H -2.85019 -1.32708 -2.90553 0.00 -0.01 0.02
H -4.26527 -3.30300 -3.34086 0.01 0.00 0.02
N 4.20085 -1.36085 -1.62296 -0.02 0.00 -0.04
C 3.42483 -1.60951 -2.71757 -0.07 0.00 0.18
N 2.13586 -1.52423 -2.69891 0.09 -0.06 -0.23
C 1.61790 -1.81832 -3.95553 -0.07 0.13 0.25
C 0.26064 -1.84253 -4.26422 -0.05 -0.01 -0.07
C -0.12459 -2.15343 -5.55637 0.03 0.00 0.02
C 0.82517 -2.43877 -6.54181 0.01 0.01 0.04
C 2.17846 -2.42527 -6.24428 -0.04 0.00 0.00
C 2.55897 -2.11531 -4.94506 0.03 -0.04 -0.09
S 4.15677 -2.02718 -4.25558 0.10 0.01 -0.06
H 3.67681 -1.37531 -0.75281 0.00 0.00 0.01
H 5.09486 -1.82178 -1.57377 0.01 -0.03 0.00
H -0.46508 -1.62025 -3.49232 0.02 0.00 -0.01
H -1.17768 -2.17785 -5.80812 0.01 0.00 -0.01
H 0.50280 -2.67750 -7.54665 0.00 0.00 0.00
H 2.91391 -2.65307 -7.00489 0.00 0.00 0.01